# 1
ORCA calculation (ωB97M-V with the def2-TZVPD basis set) on a molecular structure, C25H46P2Ru at a distorted geometry.

Cartesian coordinates (Å):
Ru: -0.19509 -1.26612 0.51046
C: 0.62033 -2.50846 2.15967
C: -0.50521 -1.67844 2.62359
C: -1.34596 -3.70916 1.84953
C: 0.05682 -3.76405 1.71885
C: -1.71335 -2.45133 2.39576
C: 2.05152 -2.27465 2.47944
H: 2.21894 -1.23949 2.78443
H: 2.69147 -2.48589 1.61256
H: 2.38687 -2.93133 3.29650
C: 0.83781 -4.95049 1.30553
H: 1.87044 -4.67905 1.05789
H: 0.38968 -5.45275 0.43659
H: 0.87827 -5.68983 2.11900
C: -2.28754 -4.81265 1.51625
H: -2.42383 -5.46871 2.38468
H: -1.90961 -5.43208 0.69299
H: -3.27808 -4.42699 1.23832
C: -3.07874 -2.05188 2.79919
H: -3.44098 -2.67150 3.63355
H: -3.80935 -2.16627 1.98383
H: -3.09605 -1.00587 3.13283
C: -0.39047 -0.49065 3.51434
H: -0.49321 -0.76773 4.57451
H: -1.17539 0.24195 3.28210
H: 0.58091 -0.00477 3.39067
C: 2.25735 2.90402 -2.30760
C: 2.79718 3.28985 -1.13912
C: 2.54505 4.60742 -0.46635
C: 1.10596 5.17020 -0.60944
C: -0.00915 4.15329 -0.61435
C: -0.60860 3.70573 -1.73165
C: -0.04145 3.81736 -3.12710
C: 1.50840 3.81292 -3.24392
H: 3.25492 5.36125 -0.85509
H: 1.05738 5.81423 -1.50068
H: 2.76915 4.52515 0.61000
H: 1.88377 4.84238 -3.16354
H: 2.48834 1.90933 -2.70616
H: 3.61069 2.69430 -0.69773
H: 1.75342 3.48104 -4.26800
H: -0.43448 2.99473 -3.74937
H: -1.63851 3.32417 -1.68036
H: -0.41402 4.74731 -3.59303
H: 0.93951 5.83645 0.25370
H: -0.43182 3.92432 0.37087
P: 1.29368 -0.07070 -0.62243
P: -1.96860 -0.30884 -0.55165
C: 0.25658 0.79493 -1.88341
C: -1.22003 0.41936 -2.06466
H: 0.79045 0.72381 -2.83871
H: 0.33808 1.83588 -1.56261
H: -1.81603 1.30124 -2.34461
H: -1.32249 -0.31676 -2.87558
C: -3.26571 -1.45105 -1.05778
H: -3.67837 -1.94510 -0.16836
H: -2.84788 -2.21353 -1.72573
H: -4.06184 -0.89733 -1.57457
C: -2.78729 0.92987 0.47807
H: -3.24939 1.69723 -0.15578
H: -2.06282 1.39137 1.16175
H: -3.56062 0.42215 1.07247
C: 2.78687 -0.65939 -1.40414
H: 3.41975 -1.13383 -0.64178
H: 3.34858 0.16248 -1.86557
H: 2.53387 -1.40102 -2.17283
C: 1.71964 1.03992 0.72907
H: 0.89877 1.11127 1.45174
H: 1.92726 2.03950 0.34249
H: 2.62138 0.65797 1.23068
C: -0.02191 -2.52361 -1.10907
H: 0.02281 -2.06965 -2.10582
H: -0.84503 -3.24609 -1.08584
H: 0.91700 -3.06738 -0.92948

Atoms 1-3, force components in eV/Å:
Ru 0.60 -1.18 2.15
C -1.92 0.20 1.32
C 0.94 -1.03 -0.14

As for the charge: +1. The value obtained for the LUMO energy (alpha / beta) is -1.76 / -4.80 eV. The orbital gap (alpha / beta) comes out at 0.2394 / 0.2247 hartree. As for the multiplicity: 6. For the energy relative to the best compared isomer or geometry (same formula, charge and spin), the calculation gives 0.0 kJ/mol.

Löwdin population analysis, charges in e, atoms 1 to 8: atom 1 (Ru): 0.9632, atom 2 (C): -0.3372, atom 3 (C): -0.3703, atom 4 (C): -0.2290, atom 5 (C): -0.2466, atom 6 (C): -0.2425, atom 7 (C): -0.0358, atom 8 (H): 0.0643

---

# 2
ORCA calculation (ωB97M-V with the def2-TZVPD basis set) on a gas-phase ion, C4H6NO2S (charge -1) at a distorted geometry.

Cartesian coordinates (Å):
O: -0.43153 -2.59870 0.72100
C: -0.99319 -1.59399 1.08186
N: -0.68098 -0.34909 0.64062
C: 0.45022 -0.05438 -0.22408
C: -0.28295 0.02735 -1.57954
O: -0.16880 -0.79344 -2.45770
C: 1.15909 1.22541 0.08537
S: 0.08214 2.73507 0.08586
H: -1.79713 -1.57097 1.83124
H: -1.01597 0.42290 1.20613
H: 1.09865 -0.89465 -0.30413
H: -1.09460 0.76955 -1.62708
H: 1.61208 1.40014 1.06592
H: 2.06297 1.27481 -0.52548

Atoms 1-3, force components in eV/Å:
O -0.05 -0.97 -0.10
C 0.64 1.08 -0.24
N -0.02 -0.11 1.29

As for the charge: -1. The value obtained for the LUMO energy is 3.67 eV. The orbital gap comes out at 0.2425 hartree. As for the multiplicity: 1. For the energy relative to the best compared isomer or geometry (same formula, charge and spin), the calculation gives 63.9 kJ/mol. The SMILES is O=CN[C@@H](C=O)C[S-].

natural (NBO) population analysis, charges in e, atoms 1 to 8: atom 1 (O): -0.6323, atom 2 (C): 0.5310, atom 3 (N): -0.6086, atom 4 (C): -0.1888, atom 5 (C): 0.4566, atom 6 (O): -0.5668, atom 7 (C): -0.5437, atom 8 (S): -0.7263

---

# 3
ORCA calculation (ωB97M-V with the def2-TZVPD basis set) on a molecular structure, C34H40Cl2FGe2N2O5SiTi.

Cartesian coordinates (Å):
Ti: 0.61856 -0.37084 -1.05930
O: -1.29334 -4.24119 -4.04895
C: -0.65206 -3.63205 -3.02385
O: 0.37975 -3.04190 -3.15727
C: -1.38773 -3.86049 -1.71853
O: -0.74324 -3.31366 -0.61274
C: 0.43205 -3.99510 -0.19223
C: 1.72671 -3.22860 -0.44198
O: 2.78153 -3.82503 -0.41244
O: 1.57634 -1.95258 -0.57775
H: -0.77724 -4.04314 -4.84466
H: -2.36216 -3.37505 -1.80386
H: -1.56722 -4.93711 -1.60802
H: 0.36350 -4.11377 0.89279
H: 0.50652 -4.98600 -0.64512
C: 2.02880 2.54437 0.15663
Si: 0.42803 2.94800 -0.72445
C: -0.53797 4.24200 0.25221
C: 0.90071 3.73985 -2.36351
N: -0.46316 1.47019 -0.96355
C: -1.59941 1.45548 -1.70735
C: -2.38470 2.55433 -2.12859
C: -3.52225 2.38641 -2.90214
C: -3.95944 1.13137 -3.30956
C: -3.21906 0.01788 -2.92302
C: -2.10930 0.23355 -2.15951
F: -1.33745 -0.88263 -1.78781
H: 2.47931 3.47089 0.52545
H: 2.74539 2.07177 -0.51981
H: 1.88344 1.89213 1.01922
H: -0.13415 4.35152 1.26042
H: -1.58803 3.96804 0.35905
H: -0.48755 5.21520 -0.24473
H: 1.48474 4.64418 -2.16426
H: 0.03684 4.02513 -2.96741
H: 1.51882 3.06698 -2.96052
H: -2.08312 3.55327 -1.84394
H: -4.08118 3.26597 -3.19882
H: -4.84717 1.01607 -3.91522
H: -3.48927 -0.98930 -3.21342
Cl: 0.00997 0.76318 -4.96765
C: 1.72319 0.92093 -4.72790
C: 2.50541 1.39253 -5.76383
C: 3.87379 1.53757 -5.58698
C: 4.44492 1.19780 -4.36954
C: 3.65236 0.71694 -3.34489
Cl: 4.39276 0.28300 -1.83695
C: 2.25564 0.56611 -3.47085
N: 1.47813 0.11622 -2.46677
H: 2.03386 1.65074 -6.70240
H: 4.49081 1.91203 -6.39257
H: 5.50939 1.29720 -4.20561
C: -3.39131 -1.37134 0.96373
Ge: -1.96152 -1.61876 2.30255
C: -2.70125 -0.98970 4.02762
C: -1.83899 -3.57274 2.57094
Ge: 0.10469 -0.42328 1.66026
C: 1.45933 -1.32034 2.82031
C: 2.74580 -1.56878 2.33889
C: 3.71115 -2.18180 3.13025
C: 3.40932 -2.55960 4.42978
C: 2.13631 -2.32094 4.93230
C: 1.17911 -1.71122 4.13296
C: -0.28885 1.22447 2.71060
C: -1.50353 1.89017 2.53496
C: -1.83997 3.00489 3.29007
C: -0.94813 3.50225 4.23044
C: 0.27609 2.87085 4.40555
C: 0.59490 1.74289 3.65884
H: -4.29274 -1.91032 1.26558
H: -3.06067 -1.75561 -0.00220
H: -3.64567 -0.31753 0.83552
H: -3.75134 -1.28382 4.10278
H: -2.62945 0.09158 4.13605
H: -2.16022 -1.45385 4.85462
H: -2.74878 -3.90645 3.07646
H: -0.98313 -3.83829 3.19377
H: -1.76135 -4.09573 1.61920
H: 2.99716 -1.30080 1.31891
H: 4.69617 -2.37380 2.72221
H: 4.15820 -3.04209 5.04666
H: 1.88869 -2.61178 5.94696
H: 0.19346 -1.52449 4.54792
H: -2.20965 1.52447 1.79383
H: -2.79463 3.49469 3.13487
H: -1.20344 4.37529 4.81903
H: 0.98267 3.25155 5.13438
H: 1.54653 1.24954 3.82782

Atoms 1-3, force components in eV/Å:
Ti -0.07 0.40 -0.45
O -0.07 0.11 -0.01
C 0.19 -0.30 0.06

As for the charge: -1. The value obtained for the LUMO energy is 2.28 eV. The orbital gap comes out at 0.2467 hartree. As for the multiplicity: 1. For the energy relative to the best compared isomer or geometry (same formula, charge and spin), the calculation gives 127.7 kJ/mol.

Löwdin population analysis, charges in e, atoms 1 to 8: atom 1 (Ti): 0.9013, atom 2 (O): 0.1031, atom 3 (C): -0.4877, atom 4 (O): 0.1490, atom 5 (C): -0.1331, atom 6 (O): -0.1649, atom 7 (C): -0.0901, atom 8 (C): -0.6031

---

# 4
ORCA calculation (ωB97M-V with the def2-TZVPD basis set) on a molecular structure, CH3ClN2S at a distorted geometry.

Cartesian coordinates (Å):
C: 0.64954 -0.50627 -0.44233
N: -1.06083 0.68059 0.77468
N: 0.11964 0.58457 0.01500
S: 2.67578 -0.69168 -1.78118
Cl: -0.08354 -1.97371 -0.15081
H: -1.86506 0.42052 0.20367
H: -1.01587 0.01502 1.54938
H: 0.58033 1.47097 -0.16839

Atoms 1-3, force components in eV/Å:
C 3.43 0.18 -2.22
N -0.33 -0.04 0.38
N -0.14 -0.40 -0.07

The value obtained for the LUMO energy is -0.38 eV. The orbital gap comes out at 0.2829 hartree. As for the multiplicity: 1. For the energy relative to the best compared isomer or geometry (same formula, charge and spin), the calculation gives 369.4 kJ/mol.

Okay, here come the natural (NBO) numbers, in e, for every atom: atom 1 (C): 0.2033, atom 2 (N): -0.6456, atom 3 (N): -0.4115, atom 4 (S): -0.4083, atom 5 (Cl): 0.0896, atom 6 (H): 0.3695, atom 7 (H): 0.3700, atom 8 (H): 0.4331

---

# 5
ORCA calculation (ωB97M-V with the def2-TZVPD basis set) on 4 unconnected molecules or ions with the total composition CH12NO3 at a distorted geometry.

Cartesian coordinates (Å):
C: 1.35545 0.83276 1.66408
N: 0.27197 -0.19214 1.34454
H: 1.76942 0.79845 2.64951
H: 0.89443 1.81610 1.56602
H: 2.14059 0.71634 0.88109
H: 0.60206 -1.18993 1.35616
H: -0.26362 -0.08711 2.23380
H: -0.08091 0.03810 0.39194
H: -0.04682 0.80611 -1.88605
H: -1.25768 -0.06246 -1.67813
O: -0.33332 0.01814 -1.41572
H: -3.26266 2.69575 -2.64781
H: -3.31643 1.61476 -3.71733
O: -2.78472 1.92802 -2.96963
H: 1.45853 -3.44598 1.57976
H: 2.56986 -2.26607 1.30116
O: 1.72980 -2.52895 1.69238

Atoms 1-3, force components in eV/Å:
C 0.48 -0.07 -2.14
N 1.63 0.40 1.41
H 0.04 -0.72 0.57

The value obtained for the LUMO energy (alpha / beta) is 0.58 / 0.49 eV. The orbital gap (alpha / beta) comes out at 0.1166 / 0.4566 hartree. As for the multiplicity: 2. For the energy relative to the best compared isomer or geometry (same formula, charge and spin), the calculation gives 54.5 kJ/mol.

natural (NBO) population analysis, charges in e, atoms 1 to 8: atom 1 (C): -0.6287, atom 2 (N): -1.0070, atom 3 (H): 0.2194, atom 4 (H): 0.2039, atom 5 (H): 0.1951, atom 6 (H): 0.4345, atom 7 (H): 0.3032, atom 8 (H): 0.4345

---

# 6
ORCA calculation (ωB97M-V with the def2-TZVPD basis set) on 2 unconnected molecules or ions with the total composition C5H6S at a distorted geometry.

Cartesian coordinates (Å):
C: -1.70511 1.42932 -0.36903
C: -1.14491 0.24999 -0.26396
C: -2.54261 0.24459 -0.27849
C: 2.03553 -0.13385 -0.00075
C: 0.80223 -0.94242 0.37599
S: -3.84383 -0.60454 0.00368
H: -1.64848 2.53093 -0.26269
H: 2.33027 -0.40350 -0.95202
H: 2.87623 -0.28981 0.59586
H: 1.72692 0.91628 0.05018
H: 0.76112 -1.28888 1.41805
H: 0.35264 -1.70811 -0.31681

Atoms 1-3, force components in eV/Å:
C -1.13 1.30 0.18
C 3.83 -2.02 1.30
C 1.36 0.86 0.13

The value obtained for the LUMO energy (alpha / beta) is -0.53 / -0.53 eV. The orbital gap (alpha / beta) comes out at 0.2592 / 0.2593 hartree. As for the multiplicity: 1. For the energy relative to the best compared isomer or geometry (same formula, charge and spin), the calculation gives 500.6 kJ/mol.

natural (NBO) population analysis, charges in e, atoms 1 to 8: atom 1 (C): -0.2272, atom 2 (C): 0.0256, atom 3 (C): -0.1950, atom 4 (C): -0.6797, atom 5 (C): -0.2046, atom 6 (S): -0.0641, atom 7 (H): 0.2403, atom 8 (H): 0.2192